Below is a gas-phase ion, C7H19N3O3P (charge +1), with properties calculated with ωB97M-V/def2-TZVPD.

Properties
energy above the lowest of the compared OMol25 structures with the same formula, charge and spin	15.6	kJ/mol
HOMO level	-14.54	eV
SMILES	CCCCN/C(N)=[N+](/CC)P(=O)(O)O
calculated total energy	-27465.088	eV
gap between HOMO and LUMO	10.486	eV

```
! RIJCOSX wB97M-V def2-TZVPD def2/J DEFGRID3
* xyz 1 1
C -3.66 0.44 -1.26
C -2.51 1.32 -1.79
C -1.28 0.50 -2.21
C -0.10 0.68 -1.27
N -0.50 0.36 0.14
C 0.21 -0.61 0.81
N -0.32 -1.90 0.97
N 1.38 -0.36 1.33
C 2.14 -1.43 2.03
C 2.61 -2.55 1.10
P 2.14 1.22 1.33
O 3.22 1.22 2.29
O 1.03 2.32 1.59
O 2.57 1.42 -0.17
H -3.55 0.21 -0.20
H -4.62 0.93 -1.42
H -3.71 -0.48 -1.84
H -2.26 2.05 -1.03
H -2.88 1.86 -2.65
H -0.95 0.83 -3.19
H -1.53 -0.56 -2.27
H 0.21 1.72 -1.31
H 0.76 0.09 -1.59
H -1.48 0.08 0.16
H -0.96 -2.09 0.21
H -0.85 -1.96 1.84
H 3.00 -0.96 2.49
H 1.53 -1.81 2.84
H 2.30 -3.50 1.51
H 2.15 -2.49 0.12
H 3.69 -2.57 1.01
H 0.20 1.93 1.89
H 2.29 2.29 -0.49
*
```